C8H22CsN2O6S | ωB97M-V/def2-TZVPD

Positions of all 40 atoms, in Å:
Cs (1.0235, 1.0359, 1.5431)
S (2.1922, 0.4710, -1.6624)
O (0.9100, -0.1519, -1.1893)
O (3.3302, -0.4596, -1.4300)
O (2.1385, 0.8487, -3.0793)
O (2.3759, 1.7192, -0.8340)
C (-1.2586, 2.4474, -0.7777)
C (-2.3603, 3.3617, -0.3372)
C (-3.6941, 2.6287, -0.3582)
O (-4.7349, 3.5727, -0.1411)
C (-5.9920, 3.1058, -0.5699)
N (-2.0630, 3.8810, 1.0227)
H (-1.1596, 1.5243, -0.2052)
H (-0.2782, 2.9169, -0.8993)
H (-1.3657, 2.0682, -1.8035)
H (-2.4804, 4.2182, -1.0018)
H (-3.7462, 1.8889, 0.4540)
H (-3.8346, 2.1300, -1.3237)
H (-6.6896, 3.9281, -0.4289)
H (-6.3141, 2.2443, 0.0336)
H (-5.9861, 2.7769, -1.6143)
H (-2.8211, 4.5221, 1.2509)
H (-2.2100, 3.1019, 1.6630)
C (4.0530, -3.2519, 2.2850)
C (3.1114, -2.9210, 1.1331)
C (1.8496, -3.7634, 1.1272)
O (1.0045, -3.5571, 0.0331)
C (1.5966, -3.6900, -1.2432)
N (2.7764, -1.4841, 1.0627)
H (3.9301, -2.5424, 3.1080)
H (5.0976, -3.2188, 1.9788)
H (3.8409, -4.2390, 2.7117)
H (3.6478, -3.1359, 0.1994)
H (1.2728, -3.5301, 2.0286)
H (2.1559, -4.8242, 1.1792)
H (2.3304, -4.5090, -1.2779)
H (2.0976, -2.7645, -1.5521)
H (0.8063, -3.9066, -1.9582)
H (3.4694, -1.0365, 0.4515)
H (1.9777, -1.4062, 0.4219)

Atoms 1-6, force components in eV/Å:
0.28 0.06 -0.44
0.56 1.01 -0.83
-0.02 -0.31 0.38
-0.22 -0.02 0.17
-0.39 -0.29 0.24
0.01 -0.28 0.48

The calculation puts the relative energy (zero: lowest compared OMol25 entry of this formula, charge and spin) at 0.000 eV. The HOMO energy is -3.93 eV. The charge is -1. The gap between HOMO and LUMO comes out at 5.634 eV.